[1]
9
Properties=species:S:1:pos:R:3 method="wB97M-V/def2-TZVPD" multiplicity=2 total_energy_ha=-545.7588 fmax_ev_per_a=5.25 de_lowest_kcal_mol=0.0 total_charge=+1 orbital_gap_ev="8.22 / 8.61"
Al 1.65680 0.02530 0.11863
O -0.11787 -1.05987 0.38149
O 0.38441 1.50907 0.27677
O 0.67009 -1.17289 -0.83499
C -0.72388 1.24311 -0.21198
C -1.12465 -0.12874 0.19963
H -1.12221 1.73539 -1.11463
H -1.78975 -0.10735 1.07694
H -1.76576 -0.23665 -0.76558

***

[2]
8
Properties=species:S:1:pos:R:3 method="wB97M-V/def2-TZVPD" multiplicity=1 total_energy_ha=-1102.8631 fmax_ev_per_a=3.07 de_lowest_kcal_mol=40.9 orbital_gap_ev=9.15
Cl 0.01985 0.77180 -2.80699
S -0.77540 -0.25895 -1.19949
O -1.96745 0.41562 -0.85264
O -0.47708 -1.38222 0.86251
N 0.67146 0.35577 0.28973
C 0.35939 -0.53718 1.17553
H 0.87164 -0.50126 2.15262
H 1.29758 1.13641 0.37873

***

[3]
36
Properties=species:S:1:pos:R:3 method="wB97M-V/def2-TZVPD" multiplicity=1 total_energy_ha=-1367.5922 fmax_ev_per_a=6.52 de_lowest_kcal_mol=162.1 smiles="C[C@@H](NCc1cc(C=O)no1)c1ccc(S(N)(=O)=O)cc1" orbital_gap_ev=9.19
S 3.78822 3.35923 -1.42492
O 5.06410 2.97857 -2.03381
O -4.08650 -0.47306 -1.48496
O -5.95200 -3.77326 0.99684
O 3.12359 4.67622 -1.68595
N -1.06841 -1.01473 0.65527
N -5.33138 -1.23393 -1.34364
N 4.43494 3.89440 -0.01187
C 1.57875 2.35768 0.03299
C 2.73720 2.05264 -0.78657
C 0.84255 1.24779 0.64829
C -3.67843 -2.24359 -0.21246
C 2.27876 -0.32392 -0.56601
C 3.05104 0.67320 -1.18373
C -3.11676 -1.18874 -0.81551
C 1.18687 -0.06193 0.34182
C -5.08473 -2.25334 -0.60197
C -1.64897 -0.93313 -0.72588
C 0.35204 -1.16371 0.89422
C 0.68450 -1.39819 2.43099
C -6.11323 -3.05589 0.04934
H 0.29751 -2.34210 2.89927
H -3.01727 -2.92329 0.37643
H 1.37875 3.44379 0.17721
H -1.43166 -0.32245 1.28243
H 2.61234 -1.32727 -0.67342
H 3.86617 0.59563 -1.82436
H -7.06347 -2.61509 -0.07322
H 5.16248 3.18123 0.22398
H 0.35612 -0.60802 3.09185
H -1.34515 -0.03507 -1.28737
H 0.73609 -2.00959 0.41807
H 0.00378 1.24502 1.18720
H 1.78582 -1.43582 2.43994
H -1.25262 -1.75365 -1.29519
H 4.86896 4.78435 -0.11530

***

[4]
11
Properties=species:S:1:pos:R:3 method="wB97M-V/def2-TZVPD" multiplicity=5 total_energy_ha=-2764.6475 fmax_ev_per_a=3.46 total_charge=+1 orbital_gap_ev="4.14 / 5.03"
Cr 0.23191 -4.11114 -1.40331
Cl 0.23805 2.74604 -0.62506
Cl -0.71729 3.02519 1.98301
Cl -0.42910 -1.42355 -0.66692
O -0.53195 -0.39193 -1.60475
O 0.82388 -2.31287 -1.06701
O -0.19045 -1.10904 0.68125
O -1.54121 -2.28787 -0.73525
C 0.40049 2.24789 0.98397
H 1.41988 2.38664 1.30494
H 0.29578 1.23064 1.14912

***

[5]
69
Properties=species:S:1:pos:R:3 method="wB97M-V/def2-TZVPD" multiplicity=1 total_energy_ha=-9846.7208 fmax_ev_per_a=3.39 de_lowest_kcal_mol=0.0 total_charge=+3 orbital_gap_ev=5.84
Cu -0.25714 0.08413 -3.03593
Cu 2.21069 2.29495 -2.07459
Cu -0.33545 4.23993 -0.73825
Cu -3.21912 1.62780 -2.06476
Cu 3.32538 -0.83476 -1.03621
O -0.30802 -1.77795 3.17777
O 0.87725 0.14232 -1.11405
O -4.32389 2.68859 2.93459
O -3.21155 3.88625 0.35825
O 2.62309 -0.00551 1.43210
O -5.05281 -2.62341 -2.44046
O 1.88392 2.53527 2.52110
O -2.86655 -0.81533 -2.43733
O 1.60216 -2.36485 -0.46219
O -2.60960 -1.04397 0.46344
O 5.47072 0.53382 -1.44052
O -1.22890 0.91892 -0.90034
O 0.50971 -2.28349 -3.10318
O 0.56418 2.25818 -0.36172
O 3.70905 2.30965 -0.51768
C -3.19367 2.26682 2.20285
C -4.24935 -2.47258 -3.54927
C 5.81134 1.22930 -0.23779
C -2.83099 -2.03360 -3.24296
C 0.05820 1.08597 -0.67570
C 5.08610 2.56158 -0.20692
C 0.68725 -3.58220 -2.46750
C 0.73217 -3.44460 -0.96963
C -0.93286 -2.04701 1.92345
C 2.63125 0.18985 2.86512
C -2.47304 3.39300 1.52989
C -2.16723 -1.18228 1.81582
C 1.79201 1.34978 3.36705
H -1.82711 -0.18538 2.12772
H -2.04964 -0.40533 0.00388
H -3.49757 1.52510 1.44770
H 1.10792 -4.33454 -0.47111
H -2.74424 -0.99264 -1.48772
H 3.67720 0.37735 3.13331
H 0.72084 1.13309 3.47996
H -4.12732 -3.34323 -4.23051
H 1.69350 -3.87868 -2.77747
H -2.31543 -1.77515 -4.16387
H 2.15394 1.63709 4.35416
H 1.15073 2.46568 1.89981
H -4.75725 -1.84336 -4.28914
H -2.40978 4.27937 2.16399
H -3.89930 4.42932 0.77249
H 5.43723 0.65179 0.61222
H 0.15158 -2.58633 3.43224
H 1.38143 -2.05476 -3.43056
H -3.02106 -1.50372 2.39563
H 2.45563 -0.74309 3.41209
H -0.27829 -1.86039 1.05986
H 6.87820 1.40994 -0.15553
H -2.54445 1.72255 2.89535
H 1.02981 -1.57470 -0.47532
H 5.48653 3.15239 -1.04177
H 5.34859 3.18424 0.64707
H -1.26723 -3.09285 1.93068
H -5.11555 2.56188 2.40157
H -4.68459 -3.29817 -1.85404
H -0.01939 -4.32598 -2.81784
H -0.23385 -3.20007 -0.52197
H 4.71504 0.99130 -1.81932
H 1.73375 0.03896 1.05486
H 3.21187 2.13464 0.30703
H -2.37083 -2.85863 -2.69874
H -1.48522 3.07772 1.18886

***

[6]
38
Properties=species:S:1:pos:R:3 method="wB97M-V/def2-TZVPD" multiplicity=1 total_energy_ha=-729.9460 fmax_ev_per_a=17.26 de_lowest_kcal_mol=333.5 orbital_gap_ev=8.48
O -0.36853 1.41730 -2.20566
O -1.81602 -2.28369 1.68027
N 0.10199 0.09208 0.36499
N 3.76671 -1.87228 -1.05798
C -0.06642 2.34503 -1.24471
C -1.02481 2.31741 -0.16598
C 1.87380 -1.47043 0.75009
C -0.91766 -0.73313 -0.18225
C 1.00163 -0.55275 1.32756
C 0.64897 1.50050 -3.26381
C 2.88903 -0.94230 -0.34047
C -3.05305 -0.57748 1.34788
C -0.35261 1.66131 0.97736
C -1.77549 -1.05230 0.97289
C -3.55879 -1.25825 2.40199
C -2.78429 -2.62873 2.33891
H -1.88878 2.03878 -0.57318
H 1.54811 0.11834 1.96293
H 4.02875 -1.28561 -1.83004
H 3.25563 -0.04969 -0.08582
H 0.45220 1.94110 1.45168
H 1.40290 -2.24062 0.37446
H -1.20720 1.26847 1.59913
H 1.02971 2.48004 -1.03421
H 0.30517 0.53256 -4.12242
H 0.71867 2.27091 -3.80206
H -0.38599 -1.70904 -0.46752
H -1.40425 -0.11819 -0.86304
H 0.49561 -0.97986 2.28828
H 2.07850 -0.30294 -1.07313
H -2.92777 -3.07879 3.07235
H 2.52433 -1.72903 1.50451
H -3.50223 0.48401 0.89307
H 3.21636 -2.62119 -1.27391
H -1.33680 3.34269 0.10731
H -4.55157 -1.34070 2.86907
H 1.78787 1.46255 -2.80163
H -0.20367 3.55391 -1.89690

***

[7]
87
Properties=species:S:1:pos:R:3 method="wB97M-V/def2-TZVPD" multiplicity=2 total_energy_ha=-1890.1679 fmax_ev_per_a=4.01 total_charge=+2 orbital_gap_ev="5.14 / 5.00"
Ir 0.22912 0.84299 0.68910
F -2.76498 1.60900 0.15839
F -3.00518 0.05792 -1.46863
O -1.78737 -0.40903 0.49010
O 2.36116 0.72964 0.22654
N 0.64258 -1.22750 -0.25981
N 0.04328 2.89437 0.01030
N 0.43999 5.03562 0.14231
C -0.46426 3.49354 -1.10851
C -0.22837 4.83154 -1.03306
C 0.24046 -6.16282 -1.59702
C -3.55390 -1.76785 2.63574
C -0.11521 -3.57159 -0.36994
C 4.99963 1.88045 -0.13683
C 4.43477 -4.65293 -1.51016
C 3.93392 -0.02468 -1.36929
C 4.31002 -3.61828 -2.64843
C -1.10504 -5.85743 -0.94030
C 3.72876 -2.35055 -2.07136
C 5.69950 -3.43079 -3.25703
C 4.53839 1.35553 -1.50342
C 2.73533 -0.16658 -0.59102
C 3.38203 -4.19378 -3.73342
C -1.60783 -1.77489 0.28136
C -2.19781 -6.04010 -2.00850
C -3.92814 -2.30150 1.24299
C 1.88842 -1.33810 -0.80743
C -2.64005 -2.67835 0.50946
C 3.43960 2.29003 -2.05936
C 4.42948 -1.14414 -2.01523
C -4.84944 -3.51447 1.42711
C -1.33306 -6.85167 0.20691
C -4.73820 -1.25493 0.46645
C -1.18882 -4.43903 -0.41208
C 5.71848 1.38916 -2.47838
C 2.40464 -2.36420 -1.58863
C 1.24730 3.61403 2.05862
C 0.58897 3.85270 0.75473
C -0.30017 -2.18953 -0.13796
C -2.42001 -3.98474 0.07667
B -2.61384 0.36716 -0.25754
H 1.22842 2.53678 2.28146
H -5.72285 -3.20594 1.99529
H -3.22007 -4.69797 0.15356
H -2.09208 -5.30566 -2.80386
H -5.76193 -1.23688 0.83315
H 4.82641 -5.58080 -1.91899
H 2.61208 2.37638 -1.35977
H -2.96610 -2.50329 3.17941
H 3.85280 3.28138 -2.22399
H 6.03461 -4.38527 -3.65811
H 1.05376 -6.13339 -0.87675
H -4.76060 -1.49145 -0.59481
H 5.37959 -1.06631 -2.51485
H -4.45768 -1.56967 3.20562
H -4.34798 -0.24175 0.60231
H 6.54821 0.78669 -2.11890
H 3.05703 1.91441 -3.00561
H -0.97326 2.94393 -1.87276
H 3.86058 -5.06221 -4.17686
H 2.42411 -4.51840 -3.33955
H -0.61576 -6.68417 1.00608
H -0.49174 5.62256 -1.70533
H 5.68434 -2.71030 -4.07109
H -5.19818 -3.88949 0.46742
H 5.42538 1.04587 -3.46768
H 2.28401 3.94633 2.04148
H 3.48038 -4.86509 -1.03726
H -3.19941 -5.95555 -1.59950
H 5.12270 -4.29518 -0.74895
H -1.20359 -7.86221 -0.16985
H -2.10180 -7.03033 -2.44439
H 4.18508 1.84619 0.58145
H -2.98482 -0.84276 2.58585
H 0.88160 -3.95291 -0.48048
H 3.20621 -3.45873 -4.51332
H 5.32701 2.91269 -0.23188
H 0.21176 -7.16400 -2.01856
H 6.42156 -3.11447 -2.50811
H 6.07449 2.41221 -2.56992
H -4.36538 -4.30875 1.98871
H 5.82642 1.28117 0.23593
H 1.77476 -3.18049 -1.89149
H 0.72960 4.14309 2.85724
H 0.43536 -5.46864 -2.41197
H 0.74120 5.93347 0.49249
H -2.33266 -6.76882 0.62057